Arrangement a

Formula: C3H9N2O
Source: the OMol25 dataset
Level of theory: wB97M-V/def2-TZVPD

Computed properties:
HOMO-LUMO gap (alpha / beta) in eV: 13.186 / 7.938
Spin multiplicity: 2
Charge: +2
E_HOMO (alpha / beta) in Eh: -0.82092 / -0.81140

XYZ file:
```
15
C3H9N2O (wB97M-V/def2-TZVPD)
N -0.335 -1.683 -0.316
C -0.508 -0.187 -0.089
C 0.090 0.583 -1.292
C 0.337 0.230 1.149
N 0.477 1.504 1.424
O 0.909 -0.660 1.809
H -0.909 -1.958 -1.124
H 0.626 -1.928 -0.584
H -0.648 -2.233 0.492
H -1.567 0.023 0.009
H -0.333 1.587 -1.323
H 1.176 0.662 -1.261
H -0.231 0.068 -2.201
H 1.120 1.787 2.163
H -0.206 2.204 1.142
```

Löwdin population analysis, charges in e, atoms 1 to 5: atom 1 (N): 0.256, atom 2 (C): -0.164, atom 3 (C): 0.021, atom 4 (C): -0.327, atom 5 (N): 0.322

---

Arrangement b

Formula: C3H9N2O
Source: the OMol25 dataset
Level of theory: wB97M-V/def2-TZVPD

Computed properties:
HOMO-LUMO gap (alpha / beta) in eV: 13.049 / 7.984
Spin multiplicity: 2
Charge: +2
E_HOMO (alpha / beta) in Eh: -0.79312 / -0.78558

XYZ file:
```
15
C3H9N2O (wB97M-V/def2-TZVPD)
N 1.912 1.072 0.921
C 1.034 -0.124 1.027
C -0.041 -0.003 -0.059
N -1.195 -0.816 0.065
C -2.057 -1.099 -1.024
O 0.105 0.653 -1.041
H 2.867 0.938 1.278
H 2.040 1.356 -0.060
H 1.526 1.883 1.420
H 0.571 -0.143 2.005
H 1.599 -1.030 0.833
H -1.473 -1.210 0.967
H -2.358 -0.209 -1.593
H -1.459 -1.685 -1.751
H -2.882 -1.709 -0.676
```

Löwdin population analysis, charges in e, atoms 1 to 5: atom 1 (N): 0.234, atom 2 (C): -0.007, atom 3 (C): -0.347, atom 4 (N): 0.224, atom 5 (C): 0.066

---

Quick ranking, most stable first: arrangement b, arrangement a.